[1]
Computed, not measured: an isolated molecule of C2H5NOS, with ωB97M-V with the def2-TZVPD basis set.

Geometry as XYZ:
```
10
Properties=species:S:1:pos:R:3:forces:R:3
C -0.1885 0.2277 0.7039 0.03 1.11 -1.90
C 0.1357 -1.2115 1.2529 -1.46 1.46 -0.01
N -0.1182 1.8708 -1.6277 0.23 0.76 -0.36
O -0.8633 1.1480 1.0921 1.21 -1.97 0.36
S 0.4660 0.3657 -1.1437 -0.19 -0.27 1.35
H 1.0283 -1.3844 1.8961 -0.90 0.59 -0.32
H 0.2135 -1.8081 0.3550 0.17 -0.35 -0.12
H -0.8623 -1.4241 1.7117 1.12 -0.38 0.19
H -0.5575 1.8893 -2.5526 0.07 -0.40 0.65
H 0.5815 2.6193 -1.6030 -0.30 -0.56 0.14
```
Positions in Å, forces in eV/Å.

Properties
* HOMO: -8.807 eV
* charge: 0
* molecular weight: 91.13 g mol⁻¹

Atomic partial charges in e from the natural (NBO) method, atoms 1 to 8:
1 C 0.50
2 C -0.73
3 N -0.98
4 O -0.52
5 S 0.24
6 H 0.26
7 H 0.23
8 H 0.25

***

[2]
Computed, not measured: a structure of composition C17H29AsF3N2NaO5S3Si2, with ωB97M-V with the def2-TZVPD basis set.

Geometry as XYZ:
```
63
Properties=species:S:1:pos:R:3:forces:R:3
Na 0.8877 0.3284 -1.0449 -0.80 0.00 0.21
S 1.9771 1.4898 3.9391 0.00 -0.17 -0.11
C 2.8816 0.3647 3.1141 0.25 -1.79 -0.24
N 2.4784 -0.8235 2.5254 0.33 1.79 1.01
C 3.5579 -1.4132 1.7600 0.28 -0.73 -0.42
C 4.8133 -0.7096 2.3061 0.19 -0.88 -0.39
N 4.2323 0.3837 2.9926 -0.63 1.66 1.05
H 1.5137 -1.0762 2.6264 -0.11 -0.29 -0.62
H 3.4898 -1.2439 0.6953 -0.45 0.06 -0.22
H 3.6717 -2.4934 1.8986 -0.37 0.13 0.11
H 5.4607 -0.3293 1.4973 -0.07 -0.55 0.31
H 5.3098 -1.4667 2.9635 0.21 0.94 -0.20
H 4.6843 1.1943 3.3828 0.27 -0.22 -0.25
O -1.3922 -7.4554 -4.2207 0.09 -0.55 -1.77
C -1.1861 -7.3922 -2.9024 -0.19 1.72 0.95
O -1.1610 -8.4037 -2.2588 -0.06 -0.48 0.15
C -1.0947 -6.0010 -2.3479 0.00 -1.07 -0.03
C -0.3778 -5.0091 -2.9862 1.09 0.39 -1.71
C -0.1978 -3.7357 -2.4782 0.05 -0.96 -0.20
C -0.8053 -3.4028 -1.2687 -0.05 0.63 0.10
S -0.6385 -1.8523 -0.6095 0.10 0.70 0.67
C -1.5766 -4.3824 -0.6460 -0.45 -1.61 0.59
C -1.6650 -5.6765 -1.1291 -0.49 -0.30 0.85
H -1.3652 -6.6104 -4.7022 -0.02 -0.13 0.86
H 0.1448 -5.2650 -3.9344 -0.31 0.20 0.58
H 0.4635 -3.0100 -2.9301 -0.09 -0.05 -0.21
H -2.0745 -4.2516 0.3066 0.17 0.68 0.00
H -2.1809 -6.4449 -0.5099 0.35 0.58 -0.71
F 1.8123 1.6213 -2.7160 2.61 0.42 -0.12
C 3.2675 1.7322 -2.5609 -2.87 0.97 -0.38
F 3.8008 1.2477 -3.6692 0.01 0.57 0.06
F 3.5131 3.0652 -2.4231 -0.03 -1.76 -0.36
S 3.6536 0.7061 -1.1260 1.12 0.35 1.93
O 5.1083 0.8629 -1.0123 -1.44 -0.17 0.07
O 3.1835 -0.6145 -1.5223 0.09 0.61 -0.10
O 2.8283 1.3080 -0.0493 1.13 -0.68 -1.44
C -2.3303 5.3715 -0.0178 0.73 0.75 0.64
Si -0.8748 4.1052 0.1158 -1.68 -0.73 -0.79
C 0.6626 4.7497 -0.7883 -0.61 0.41 -0.30
C -0.4573 3.8798 1.9191 1.51 -0.26 1.14
As -1.7461 2.2444 -1.0378 0.52 -0.20 0.06
Si -3.0872 1.2639 0.5794 1.10 0.34 0.84
C -2.1368 0.8573 2.2103 -0.23 2.31 -0.56
C -4.6471 2.2185 1.1181 0.38 0.15 0.20
C -3.8319 -0.3696 0.0604 0.21 -0.75 -1.61
H -1.8851 6.3825 0.0909 -0.33 -0.09 -0.12
H -3.1503 5.3102 0.7360 0.62 -0.33 -0.51
H -2.7348 5.2632 -1.0225 -0.13 0.08 0.03
H 0.9250 5.7205 -0.4063 0.19 0.65 0.50
H 0.6300 4.9079 -1.8787 -0.28 -0.53 0.32
H 1.4680 4.0896 -0.5312 0.58 -0.49 -0.05
H 0.1114 4.7242 2.3698 -0.41 -0.06 -0.37
H 0.2725 3.0253 2.0731 -0.99 0.68 -0.25
H -1.3342 3.7179 2.5680 0.26 -0.04 -0.39
H -2.8035 0.7760 3.0410 -0.68 -0.05 0.76
H -1.3388 1.5835 2.4812 -0.56 -0.67 -0.30
H -1.7349 -0.0835 2.0397 1.12 -1.89 -0.25
H -4.5152 2.8164 2.0220 0.27 0.07 0.03
H -5.3273 1.4105 1.3922 -0.54 0.26 -0.23
H -4.9991 2.8983 0.3391 -0.33 -0.34 -0.03
H -4.7323 -0.5498 0.6183 -0.34 -0.44 0.70
H -3.2082 -1.2786 -0.0924 -0.12 0.71 0.85
H -4.2127 -0.2759 -0.9591 -0.16 0.44 -0.31
```
Positions in Å, forces in eV/Å.

Properties
* HOMO: -0.863 eV
* charge: -2
* molecular weight: 648.71 g mol⁻¹

Atomic partial charges in e from the natural (NBO) method, atoms 1 to 8:
1 Na 0.86
2 S -0.29
3 C 0.31
4 N -0.62
5 C -0.22
6 C -0.22
7 N -0.61
8 H 0.43

***

[3]
Computed, not measured: a structure of composition C20H12F6N4O4PdS2, with ωB97M-V with the def2-TZVPD basis set.

Geometry as XYZ:
```
49
Properties=species:S:1:pos:R:3:forces:R:3
Pd -0.4842 -0.2375 0.0724 0.62 1.40 1.24
C -0.3321 2.7254 -3.3455 0.15 0.04 0.24
C -0.7571 1.9245 -2.2753 -0.45 0.23 -0.44
N 0.0926 1.4303 -1.4059 0.00 -0.92 0.94
C 1.4057 1.6871 -1.4906 0.74 0.40 -0.57
C 1.9150 2.5545 -2.4966 -0.49 -0.59 0.52
C 0.9998 3.0403 -3.4541 -0.09 -0.05 0.03
C 3.2870 2.8936 -2.4624 0.06 0.03 0.08
C 4.0977 2.4393 -1.4424 0.04 -0.11 0.01
C 3.6198 1.5609 -0.4776 -0.12 0.05 0.18
C 2.2961 1.0887 -0.5293 -0.45 0.41 -0.27
N 1.7410 0.1722 0.2795 0.18 0.06 -0.18
C 2.3425 -0.7182 1.0928 -0.13 -0.71 0.55
C 3.6433 -1.2246 0.9528 -0.32 0.00 -0.19
C 4.1544 -2.1296 1.8762 0.06 -0.03 0.14
C 3.4068 -2.5571 2.9510 0.07 -0.04 -0.14
C 2.0598 -2.1569 3.0947 -0.38 0.62 -0.44
C 1.2024 -2.6407 4.1043 -0.14 0.07 -0.01
C -0.1069 -2.2319 4.1407 0.20 0.00 -0.11
C -0.5749 -1.3611 3.1418 -0.33 -0.07 0.39
N 0.2170 -0.9052 2.2016 -0.15 0.38 -1.10
C 1.5134 -1.2555 2.1427 0.81 -0.30 0.45
H -1.0638 3.1036 -4.0423 -0.03 -0.01 -0.04
H -1.8065 1.6896 -2.1375 0.16 -0.01 -0.06
H 1.3518 3.6614 -4.2666 0.04 0.06 -0.01
H 3.6824 3.5584 -3.2149 0.04 0.08 -0.09
H 5.1276 2.7621 -1.3891 0.02 0.01 -0.01
H 4.2561 1.2544 0.3366 0.12 -0.05 0.02
H 4.2391 -0.9487 0.0968 0.03 0.06 -0.05
H 5.1529 -2.5137 1.7309 0.08 0.04 0.04
H 3.8238 -3.2436 3.6725 0.05 -0.11 0.02
H 1.5880 -3.3452 4.8309 -0.02 0.04 0.04
H -0.7846 -2.5839 4.9037 -0.06 0.01 -0.02
H -1.6173 -1.0605 3.1149 0.13 0.01 -0.03
F -4.8635 -1.8776 -2.0763 0.08 0.02 0.00
C -4.6905 -1.6471 -0.7912 -0.54 -0.18 -0.20
F -5.0967 -2.6757 -0.0788 0.39 0.07 0.03
F -5.3547 -0.5632 -0.4344 0.49 -0.04 0.09
S -2.8492 -1.3511 -0.5569 -0.86 -0.78 -0.52
O -2.4598 -1.4049 0.8388 0.01 -0.06 0.78
O -2.5620 -0.0287 -1.0892 0.13 0.63 -0.26
N -2.1922 -2.4977 -1.4057 -0.44 -0.16 -0.06
S -0.6358 -2.4250 -1.4750 0.08 -0.69 -1.65
O -0.0133 -2.4817 -0.1589 0.51 0.16 1.15
O -0.1243 -1.2834 -2.1972 0.02 -0.16 -0.69
C -0.1212 -4.0159 -2.3424 0.12 -0.63 -0.16
F 1.0541 -4.3688 -1.8406 -0.08 0.32 0.09
F 0.0010 -3.8253 -3.6385 -0.20 0.35 0.19
F -1.0026 -4.9597 -2.0985 -0.14 0.18 0.09
```
Positions in Å, forces in eV/Å.

Properties
* HOMO (alpha / beta): -14.578 / -15.100 eV
* charge: +2
* multiplicity: 5
* molecular weight: 656.88 g mol⁻¹

Atomic partial charges in e from the natural (NBO) method, atoms 1 to 8:
1 Pd 1.38
2 C -0.23
3 C 0.12
4 N -0.42
5 C 0.16
6 C -0.10
7 C -0.06
8 C -0.06

***

[4]
Computed, not measured: a cluster of 2 separate species, C6H14N2O2 in total, with ωB97M-V with the def2-TZVPD basis set.

Geometry as XYZ:
```
24
Properties=species:S:1:pos:R:3:forces:R:3
C -2.3073 1.4201 -0.7306 -0.04 -0.75 -0.82
C 1.1658 2.6556 -1.1080 0.26 -0.54 0.53
C -0.8799 1.4392 -1.2293 0.05 0.95 0.42
O -0.5230 1.1200 -2.3416 -0.32 -0.46 -0.06
N 0.0374 2.0448 -0.3828 0.80 0.07 -0.96
H -2.9813 1.5425 -1.5770 0.16 -0.11 -0.16
H -0.2152 2.5840 0.4262 -0.64 -0.23 0.01
H 1.7988 1.9194 -1.5926 -0.26 -0.25 -0.16
H -2.6043 0.4919 -0.2395 0.22 0.11 0.17
H -2.4431 2.2742 -0.1155 -0.30 0.54 0.94
H 0.8006 3.3474 -1.8626 0.12 0.16 -0.03
H 1.8184 3.1243 -0.3845 -0.04 0.47 0.17
C -0.9116 -2.8441 1.8343 0.52 -0.32 -0.32
C 1.8672 -1.0621 0.0188 1.48 0.33 0.34
C 1.1267 -2.2524 0.5577 -1.06 0.12 0.13
O 1.3511 -3.4172 0.3032 0.33 0.04 -0.28
N 0.1150 -1.9060 1.4176 -0.20 0.01 -0.07
H -0.1324 -0.9358 1.5034 0.19 0.08 -0.13
H -0.4791 -3.8406 1.9199 0.17 0.15 0.30
H 1.7836 -0.2104 0.6958 -0.26 0.05 -0.11
H -1.2931 -2.4983 2.7912 -0.32 -0.23 -0.05
H -1.6797 -2.9664 1.0661 -0.26 0.31 0.19
H 2.9345 -1.3054 0.0251 -0.09 -0.14 -0.11
H 1.6509 -0.7249 -0.9954 -0.50 -0.37 0.06
```
Positions in Å, forces in eV/Å.

Properties
* HOMO: -9.480 eV
* charge: 0
* molecular weight: 146.19 g mol⁻¹

Atomic partial charges in e from the natural (NBO) method, atoms 1 to 8:
1 C -0.71
2 C -0.42
3 C 0.68
4 O -0.60
5 N -0.64
6 H 0.24
7 H 0.39
8 H 0.21

***

[5]
Computed, not measured: an isolated molecule of C7H6Cl2NP, with ωB97M-V with the def2-TZVPD basis set.

Geometry as XYZ:
```
17
Properties=species:S:1:pos:R:3:forces:R:3
C 0.0909 0.5854 -2.5113 -0.89 -0.76 -2.02
C 0.1482 0.9555 -1.2576 0.30 1.21 0.76
C 0.2736 1.1380 0.0040 0.27 -0.39 1.41
C -0.4753 -0.9397 1.1550 -0.99 0.57 1.49
C 0.6912 -0.1837 0.7980 2.69 -0.13 -0.33
C -0.4443 -2.5540 -1.0009 -0.46 -0.08 0.81
C -0.0238 2.3258 0.9499 0.63 -0.99 -1.54
N -0.1633 0.2487 -3.6083 0.47 0.18 0.32
P -1.5003 -1.8477 0.1425 0.35 -0.56 -0.42
Cl -1.2059 -0.4639 2.6731 -0.12 -0.12 0.07
Cl 1.2761 -2.8333 -1.1012 -1.19 -0.01 -0.26
H 1.2816 -0.8801 0.1098 -0.48 1.49 0.93
H 1.3413 0.0685 1.7144 -0.97 -0.23 -1.39
H -1.1360 -3.1535 -1.5726 0.82 -0.50 -1.02
H -0.1771 3.3075 0.4238 -0.10 -1.17 0.66
H 0.8820 2.3210 1.5607 -0.31 0.56 0.32
H -0.8587 1.9054 1.5204 -0.02 0.93 0.21
```
Positions in Å, forces in eV/Å.

Properties
* HOMO (alpha / beta): -8.742 / -8.309 eV
* charge: 0
* molecular weight: 206.01 g mol⁻¹

Atomic partial charges in e from the natural (NBO) method, atoms 1 to 8:
1 C 0.14
2 C -0.01
3 C 0.05
4 C -0.36
5 C -0.54
6 C -0.63
7 C -0.64
8 N -0.25

***

[6]
Computed, not measured: a cluster of 2 separate species, C4H13NS in total, with ωB97M-V with the def2-TZVPD basis set.

Geometry as XYZ:
```
19
Properties=species:S:1:pos:R:3:forces:R:3
C 0.2241 3.1524 1.9449 0.06 0.56 -0.79
C 0.3122 1.7841 1.2857 -0.82 -0.22 1.25
S -1.1501 0.7364 1.7523 0.22 0.19 -0.09
H -0.6866 3.6711 1.6402 -0.09 -0.08 0.22
H 0.2875 3.1019 3.0295 -0.16 -0.18 0.04
H 1.0469 3.7977 1.6183 0.06 -0.17 -0.01
H 0.2248 1.7999 0.2054 0.49 0.20 -0.11
H 1.2066 1.3002 1.6691 0.10 -0.25 -0.52
C 0.8631 -2.1744 -2.3621 0.18 0.22 -0.16
C -0.5071 -2.2689 -1.7151 0.24 0.26 0.55
N -0.4479 -1.8669 -0.2948 0.09 -1.02 -0.48
H 0.7499 -2.1954 -3.4476 0.18 0.11 0.00
H 1.5369 -2.9846 -2.0804 -0.27 -0.18 0.12
H 1.3975 -1.2701 -2.0572 -0.22 0.18 -0.22
H -0.8203 -3.3106 -1.8029 -0.25 0.05 0.26
H -1.2560 -1.6482 -2.2171 0.16 -0.09 -0.47
H -1.4059 1.2965 2.9384 0.08 0.05 0.07
H -0.2171 -0.8882 -0.2189 -0.13 0.09 0.03
H -1.3585 -2.0329 0.1124 0.06 0.29 0.28
```
Positions in Å, forces in eV/Å.

Properties
* HOMO: -9.023 eV
* charge: 0
* molecular weight: 107.22 g mol⁻¹

Atomic partial charges in e from the natural (NBO) method, atoms 1 to 8:
1 C -0.62
2 C -0.48
3 S -0.09
4 H 0.21
5 H 0.21
6 H 0.21
7 H 0.22
8 H 0.21

***

E_tot per entry: -16527.0345, -152991.8468, -76519.8227, -13524.7028, -43174.2283, -16683.7760 eV